This record from OMol25 describes a structure of composition C28H52Cl2N3O4PbSi2 in a non-equilibrium geometry. The level of theory is wB97M-V/def2-TZVPD.

Results
- total charge = -1
- E (eV) = -88589.9675
- relative energy (zero: lowest compared OMol25 entry of this formula, charge and spin) (eV) = 1.6549
- E_HOMO (hartree) = -0.10623
- Kohn-Sham gap (Eh) = 0.19253
- F_max (eV/Å) = 2.616
- E_LUMO (Ha) = 0.0863

Geometry as XYZ:
```
92
Properties=species:S:1:pos:R:3:forces:R:3
C -1.6715 -0.4529 -4.9221 0.092 0.251 -0.136
C -1.2529 -1.6883 -4.1997 0.112 -1.286 1.195
H -1.3776 -0.4746 -5.9695 0.034 0.092 -0.123
H -1.2268 0.4307 -4.4379 -0.195 -0.412 -0.062
H -2.7665 -0.3377 -4.9067 0.204 -0.052 0.151
C -0.7370 -2.8029 -4.7337 -0.462 0.647 0.028
C -0.4456 -2.9613 -6.1827 0.209 -0.335 -0.621
H -0.5315 -3.6652 -4.0955 -0.013 0.250 -0.113
H -0.2492 -2.0079 -6.6942 -0.050 -0.296 0.162
H -1.2608 -3.4676 -6.7167 0.019 0.076 -0.038
H 0.4299 -3.6033 -6.3072 0.127 0.037 -0.177
Pb 0.7477 1.0402 0.6884 0.146 -0.636 -1.427
Cl -0.7917 1.8090 -1.2503 -0.027 0.434 1.109
C 0.1768 -2.4783 1.5249 1.131 1.040 -0.355
O 1.1572 -1.7490 1.2785 -1.328 -1.126 0.396
N 0.2280 -3.5941 2.2816 -0.125 -0.128 0.336
C 1.4532 -4.0496 2.9328 -0.349 0.050 -0.190
C -0.9960 -4.3118 2.6043 0.043 0.078 -0.071
H -0.8408 -2.2558 1.1367 0.458 -0.063 0.098
H 2.2689 -3.3653 2.6876 -0.199 -0.110 0.023
H 1.6995 -5.0680 2.5972 -0.013 0.242 0.017
H 1.2957 -4.0834 4.0216 0.094 0.073 -0.210
H -1.8376 -3.8141 2.1069 0.203 -0.222 0.104
H -1.1698 -4.3034 3.6909 0.058 -0.010 -0.198
H -0.9467 -5.3534 2.2557 -0.008 0.255 0.053
H 0.9348 3.2647 4.7449 0.273 -0.027 -0.197
H -1.2689 4.1930 4.2332 0.098 0.167 -0.331
C 1.4294 3.9489 4.0420 -0.427 -0.164 -0.071
C -0.7993 4.9176 3.5484 0.125 0.181 -0.060
N 0.4528 4.3729 3.0457 -0.086 0.318 0.390
H 2.2745 3.4651 3.5463 -0.238 0.048 0.122
C 0.5912 4.1389 1.7427 1.241 -1.626 -0.928
O 1.4227 3.3187 1.2625 -0.969 2.259 0.896
H -1.4630 5.0908 2.6898 0.095 0.018 0.421
H -0.0766 4.7365 1.0935 0.022 -0.484 0.146
H 1.7643 4.8259 4.6115 0.002 -0.106 -0.161
H -0.6180 5.8536 4.0963 -0.123 -0.144 -0.138
H 1.4108 0.0912 -3.9098 0.113 0.037 0.180
H 2.1423 -2.6147 -3.7878 0.028 0.096 0.156
C 2.4683 0.1619 -3.6210 -0.448 -0.133 -0.016
C 3.0328 -2.2417 -3.2672 -0.208 0.224 0.074
N 2.7789 -0.9243 -2.6987 0.819 -0.130 0.225
H 2.6339 1.1189 -3.1150 -0.017 -0.278 -0.143
C 3.0227 -0.6791 -1.3953 -0.459 1.115 -0.216
O 2.8823 0.4366 -0.8590 0.715 -1.473 -0.675
H 3.2876 -2.9288 -2.4528 -0.035 0.040 -0.218
H 3.3629 -1.5746 -0.8359 -0.201 0.287 -0.060
H 3.1022 0.0640 -4.5157 -0.035 0.084 0.259
H 3.8549 -2.2157 -3.9971 -0.042 0.090 0.195
O -0.4063 -0.6169 -2.3430 1.812 -0.167 0.281
C -1.3129 -1.5252 -2.6567 -0.474 0.456 0.118
C 0.0844 -3.3455 -1.5898 0.133 -0.415 -0.069
C -1.1920 -2.8361 -1.8160 -0.258 0.899 -1.109
H 0.9550 -2.7537 -1.8993 -0.606 -0.133 0.182
C 0.2307 -4.6243 -1.0549 -0.092 0.372 -0.112
H -2.3127 -1.0767 -2.4545 -0.732 -0.528 0.169
C -2.3216 -3.5111 -1.3577 0.408 -0.305 -0.190
H 1.2297 -5.0383 -0.9424 -0.111 -0.093 0.067
C -0.8997 -5.3589 -0.7009 -0.132 0.030 0.347
C -2.1689 -4.7850 -0.8054 -0.058 0.109 -0.066
H -3.3032 -3.0523 -1.5144 0.286 -0.231 0.084
H -0.7879 -6.3574 -0.2848 -0.044 0.057 -0.084
H -3.0545 -5.3356 -0.4945 0.159 -0.043 0.035
Si -0.6958 4.5651 -2.6563 -0.259 0.155 -0.568
Cl -1.2278 3.0316 -4.0204 0.013 0.562 0.186
C 1.0692 4.3499 -2.0382 0.094 -0.042 -0.121
C -1.9081 4.9484 -1.2418 -0.189 -0.204 -0.028
C -0.8848 6.0174 -3.8888 0.160 0.217 0.206
H 1.1698 3.3683 -1.5520 -0.025 0.437 -0.279
H 1.3291 5.1169 -1.2961 -0.110 -0.025 -0.114
H 1.8022 4.4222 -2.8547 -0.220 -0.019 0.111
H -0.1328 6.0177 -4.6906 -0.059 -0.107 0.276
H -0.8085 6.9716 -3.3521 0.061 0.019 -0.080
H -1.8638 6.0121 -4.3927 0.197 -0.189 0.307
H -2.0800 4.0417 -0.6487 -0.064 0.183 -0.208
H -2.8677 5.3550 -1.5966 0.223 -0.276 -0.076
H -1.5180 5.7133 -0.5565 0.262 -0.017 -0.228
C 1.3064 0.2781 5.6386 0.173 0.103 0.007
Si -0.5165 0.1881 5.1846 0.475 0.406 -0.655
C -0.9379 -1.6283 5.4142 -0.354 -0.327 0.117
C -1.4422 1.4398 6.2356 -0.290 -0.082 0.345
C -0.7521 0.7375 3.4478 -0.210 0.032 -0.355
C -0.8850 1.1223 2.2751 -0.489 -0.229 1.875
H 1.4423 0.2394 6.7255 -0.011 -0.011 -0.053
H 1.7807 1.1928 5.2691 -0.032 -0.109 0.064
H 1.8429 -0.5754 5.2074 -0.061 0.156 -0.005
H -1.4914 -1.8333 6.3425 0.084 0.045 -0.219
H -1.5265 -2.0054 4.5688 0.010 0.110 0.199
H -0.0110 -2.2208 5.4507 -0.198 0.222 -0.020
H -1.0261 2.4481 6.0858 -0.055 -0.310 -0.049
H -2.5028 1.4736 5.9527 0.202 0.019 0.056
H -1.3818 1.2168 7.3092 -0.022 0.028 -0.140
```
Positions in Å, forces in eV/Å.

=====

This record from OMol25 describes a structure of composition C28H52MnP2 in a non-equilibrium geometry. The level of theory is wB97M-V/def2-TZVPD.

Results
- total charge = +1
- <S²> = 6.167
- E (eV) = -79762.3270
- 2S+1 = 5
- relative energy (zero: lowest compared OMol25 entry of this formula, charge and spin) (eV) = 2.9011
- E_HOMO (alpha / beta) (hartree) = -0.30520 / -0.30537
- Kohn-Sham gap (alpha / beta) (Eh) = 0.21151 / 0.20579
- F_max (eV/Å) = 3.246
- E_LUMO (alpha / beta) (Ha) = -0.0937 / -0.0996

Geometry as XYZ:
```
83
Properties=species:S:1:pos:R:3:forces:R:3
Mn -2.5955 -1.3924 -0.2899 2.659 -0.240 1.846
C -0.7128 1.6797 0.1977 0.915 -0.357 1.113
C -1.1261 0.6659 1.1533 0.237 -0.131 -1.252
C 1.1637 0.8813 1.2273 -1.120 -0.399 -0.181
C 0.6946 1.8091 0.2632 -1.588 -0.879 0.575
C 0.0656 0.1495 1.7401 0.654 1.172 -0.463
C -1.5738 2.6105 -0.5577 -0.509 0.471 -0.521
H -2.6311 2.3387 -0.4937 -0.119 0.069 -0.031
H -1.3029 2.6201 -1.6232 -0.149 0.042 -0.088
H -1.5271 3.6625 -0.2436 0.100 -0.190 0.147
C 1.4784 2.9281 -0.2891 0.340 0.252 -0.191
H 0.8602 3.5987 -0.8838 0.037 0.049 -0.104
H 2.3316 2.6085 -0.8934 0.054 0.114 -0.054
H 1.8767 3.5088 0.5466 0.153 0.170 -0.090
C 2.5138 0.9412 1.8119 0.972 -0.039 0.281
H 2.7032 1.9487 2.2028 0.047 -0.025 -0.031
H 3.3360 0.7366 1.1097 -0.117 -0.008 0.095
H 2.6417 0.2689 2.6627 -0.037 -0.086 -0.083
C 0.1480 -0.7258 2.9288 -0.150 -0.506 0.629
H 0.3306 -0.1877 3.8786 -0.059 -0.048 -0.364
H 0.9590 -1.4615 2.8426 -0.188 0.021 0.089
H -0.8011 -1.2584 3.0657 0.170 -0.154 0.081
C -2.4690 0.6323 1.8313 -0.433 -0.011 0.243
H -2.4728 1.3450 2.6788 -0.230 -0.251 -0.202
H -2.7311 -0.3560 2.2654 0.093 0.335 -0.116
H -3.3166 0.9426 1.1826 0.272 -0.097 0.158
C -4.0698 -2.1167 -3.7396 -1.223 1.222 -1.297
C -4.6996 -1.0207 -3.2675 -0.072 -0.992 -1.836
C -5.8191 -1.0226 -2.3130 -0.384 -0.089 0.740
C -5.6979 -2.1811 -1.2837 -0.423 0.482 0.005
C -4.2558 -2.4903 -0.8530 -1.713 -0.739 -0.528
C -3.5894 -3.5772 -1.3248 0.455 -0.876 1.091
C -4.0291 -4.4205 -2.4701 -0.848 -0.044 -0.857
C -4.5226 -3.5505 -3.6835 -0.011 -1.019 -0.057
H -6.7860 -1.1314 -2.8356 0.311 0.166 0.105
H -6.2573 -3.0640 -1.7022 0.845 0.652 0.749
H -5.8497 -0.0441 -1.8004 -0.046 -0.383 -0.109
H -5.6305 -3.6294 -3.7322 0.738 0.225 -0.133
H -3.3157 -1.9473 -4.5180 -0.384 0.025 0.315
H -4.4649 -0.0369 -3.6790 0.267 -0.337 0.081
H -4.1057 -4.0355 -4.5878 -0.532 0.242 0.285
H -3.2409 -5.1412 -2.8017 -0.529 0.657 0.385
H -2.7834 -4.0716 -0.7664 -0.746 0.663 -0.181
H -4.9106 -5.0385 -2.1777 0.692 0.192 0.033
H -6.2247 -1.8112 -0.3829 0.070 -0.589 -0.365
H -4.0387 -2.0824 0.1728 -0.878 -0.814 1.043
P -0.9983 -0.9249 -3.0034 -0.292 0.189 2.972
P -0.6492 -3.2727 -0.1306 -0.791 2.586 0.938
C -1.1507 -2.7673 -3.1444 -1.395 -0.838 0.346
C -0.6673 -3.7465 -1.9594 0.199 -0.903 -0.225
H -0.6992 -3.1486 -4.0963 -0.269 0.545 0.708
H -2.2522 -2.8917 -3.2201 1.090 -0.275 -0.106
H -1.3201 -4.6496 -1.9894 0.732 0.496 -0.623
H 0.3738 -4.0464 -2.1854 -0.557 -0.095 0.086
C 1.0396 -3.6604 0.4700 0.409 -0.334 0.056
H 1.3189 -3.0338 1.3474 -0.392 -0.371 -0.664
H 1.7803 -3.4761 -0.3373 -0.418 -0.147 0.548
H 1.0807 -4.7347 0.7697 0.110 0.723 -0.248
C -1.7386 -4.0368 1.2349 -0.304 -0.761 -0.780
H -1.6749 -5.1391 1.1927 -0.173 0.399 0.461
H -2.8091 -3.7280 1.1188 0.979 -0.366 0.094
H -1.4193 -3.6383 2.2240 0.303 -0.247 -0.866
C -1.4972 0.0937 -4.4847 0.608 0.460 -0.786
H -1.7833 1.0868 -4.1145 0.113 -0.388 0.131
H -2.3768 -0.3693 -4.9375 0.051 0.022 0.224
H -0.7808 0.3151 -5.2909 -0.195 -0.587 0.419
C -2.3709 -0.1479 -1.9761 -1.399 0.482 -0.497
H -2.4142 0.4644 -0.9992 1.754 -0.633 -1.053
H -3.1928 -0.9435 -1.8742 0.290 1.042 -0.799
H -2.8626 0.6064 -2.6171 0.162 -0.721 0.284
C 2.8959 0.1126 -1.9884 0.531 0.565 0.305
C 1.4888 -0.0154 -2.5349 0.044 0.775 -0.069
C 1.5662 -0.3150 -4.0447 -0.205 -0.256 -0.311
C 0.4747 -0.9060 -1.7970 0.675 0.628 -2.305
H 3.5665 -0.7411 -2.1230 -0.402 -0.264 0.088
H 2.8849 0.4293 -0.9418 -0.017 -0.290 -0.097
H 3.3861 0.9291 -2.5410 -0.113 -0.162 0.127
H 1.0578 0.9833 -2.3925 0.038 0.153 -0.312
H 2.1182 -1.2278 -4.3075 0.284 0.253 0.358
H 0.5735 -0.4995 -4.4954 1.055 0.175 0.155
H 2.0020 0.5421 -4.5862 -0.081 -0.436 0.177
H 0.9095 -1.9092 -1.6600 -0.587 0.319 -0.236
H -0.0092 -0.5118 -0.9097 0.567 0.344 0.544
```
Positions in Å, forces in eV/Å.

=====

This record from OMol25 describes the ion C28H52N3OSi with charge +1 in a non-equilibrium geometry. The level of theory is wB97M-V/def2-TZVPD.

Results
- structure (SMILES) = CC(=O)NCCCC[N@@+]1(CCCCCCCC[Si](C)(C)c2ccccc2)CC[C@@H](CCN)C1
- total charge = +1
- E (eV) = -44266.4053
- relative energy (zero: lowest compared OMol25 entry of this formula, charge and spin) (eV) = 0.0000
- E_HOMO (hartree) = -0.40380
- Kohn-Sham gap (Eh) = 0.32322
- F_max (eV/Å) = 3.465
- E_LUMO (Ha) = -0.0806

Geometry as XYZ:
```
85
Properties=species:S:1:pos:R:3:forces:R:3
C -4.4075 0.4253 -5.1595 0.026 -0.604 -0.044
C -3.8111 1.5352 -4.2368 -0.392 1.059 -1.060
O -4.0477 2.6871 -4.5347 0.008 -0.679 0.593
N -3.0218 1.2820 -3.0533 -0.823 -1.565 -0.587
C -3.8395 1.4136 -1.8028 0.001 1.463 0.348
C -3.2672 2.6230 -0.9344 0.520 -1.128 -0.851
C -1.7080 2.3717 -0.6787 -0.172 1.130 -0.234
C -1.2580 2.6316 0.8148 1.073 1.724 -1.465
N -0.8784 1.3852 1.5929 -1.732 -0.243 -0.394
C 0.3645 0.7620 0.9885 1.521 0.363 -0.699
C 1.5729 0.5216 1.9504 0.311 -0.399 0.389
C 1.4817 -0.6985 2.9541 0.558 0.331 -0.385
C 0.7994 -2.0150 2.4086 0.955 -0.695 1.764
C 1.7880 -3.2740 2.5873 -1.061 -0.189 -0.889
C 2.3010 -3.6773 1.1563 -0.428 0.159 -0.289
C 2.9934 -2.4923 0.3670 0.136 -1.140 0.238
C 3.6330 -3.0187 -0.9794 -0.165 -0.006 0.488
Si 3.5397 -1.8035 -2.4397 0.857 -0.514 -1.301
C 1.8687 -1.8996 -3.3960 -0.109 -0.053 0.261
C 4.8640 -2.4001 -3.7119 -0.067 0.002 0.453
C 4.0276 -0.0105 -2.0078 0.230 2.318 0.201
C 3.9378 0.9817 -3.1012 0.601 0.662 1.460
C 4.3030 2.3867 -2.9251 0.236 -1.577 1.772
C 4.7752 2.8238 -1.6159 -0.729 -2.288 -0.318
C 4.8574 1.8480 -0.5216 -0.251 -0.013 -1.521
C 4.5057 0.4462 -0.6996 -0.267 1.546 -1.891
C -0.9384 1.6344 3.0728 -1.482 0.208 1.858
C -1.6957 0.4042 3.7604 0.902 -0.671 0.889
C -2.4084 -0.4409 2.6333 1.046 0.595 -1.666
C -3.8867 -0.9291 2.8305 -0.439 0.853 0.490
C -4.9719 0.2047 2.8641 -1.002 -0.332 0.381
N -4.6629 1.3255 3.7804 0.485 0.065 -0.412
C -2.1180 0.5269 1.3826 -2.821 -0.979 1.758
H -5.2041 -0.1770 -4.6335 0.864 0.663 -0.302
H -4.8825 0.8910 -6.0649 0.554 -0.191 1.105
H -3.6549 -0.3101 -5.5429 -0.402 0.603 0.535
H -2.6595 0.3296 -3.1481 -0.139 0.297 0.306
H -3.8306 0.4630 -1.2071 -0.174 0.785 -0.636
H -4.8667 1.7182 -2.1317 0.637 -0.631 0.641
H -3.3874 3.5272 -1.5819 0.089 -0.667 0.721
H -3.8422 2.7682 0.0145 0.415 -0.203 -0.748
H -1.3574 1.3958 -1.1064 -0.379 0.834 0.561
H -1.1904 3.1589 -1.2979 -0.313 -0.943 0.652
H -2.0545 3.2396 1.3057 0.609 -0.955 0.079
H -0.3465 3.2966 0.7705 -0.793 -0.811 0.344
H 0.7338 1.4947 0.2145 -0.457 -0.735 0.782
H 0.0347 -0.1343 0.4073 0.426 0.596 0.793
H 1.8022 1.4381 2.5674 -0.341 -0.727 -0.847
H 2.4934 0.3690 1.3175 -1.141 0.224 0.296
H 2.5464 -0.9735 3.2081 -1.047 0.468 -0.223
H 1.0470 -0.3150 3.9153 0.135 -0.677 -0.880
H -0.0680 -2.2399 3.0878 0.484 0.318 -1.081
H 0.5308 -2.0031 1.3265 -0.173 0.268 0.983
H 2.5910 -3.0886 3.3416 -0.541 -0.028 -0.737
H 1.1544 -4.1201 2.9718 0.766 0.658 -0.270
H 1.3828 -3.9549 0.5535 0.841 0.163 0.599
H 2.9298 -4.6139 1.1557 -0.359 1.127 0.131
H 2.2395 -1.6793 0.1569 0.794 -0.709 0.321
H 3.8063 -2.0968 1.0293 -0.702 -0.009 -0.602
H 3.1141 -3.9661 -1.3171 0.480 0.902 0.366
H 4.7103 -3.2928 -0.7976 -1.021 0.220 -0.227
H 1.0570 -2.1503 -2.6564 0.463 0.352 -0.894
H 1.9286 -2.7149 -4.1671 -0.062 0.616 0.854
H 1.6409 -0.9561 -3.9574 0.060 -0.734 0.678
H 5.1836 -1.5115 -4.3136 -0.134 -0.956 0.272
H 5.7356 -2.8021 -3.1342 -0.518 0.452 -0.605
H 4.4796 -3.2342 -4.3556 0.343 0.853 0.415
H 3.6041 0.6533 -4.1195 0.302 0.293 1.102
H 4.2452 3.1056 -3.7724 0.026 -0.723 0.773
H 5.0674 3.8841 -1.4596 -0.234 -0.984 -0.039
H 5.2406 2.2178 0.4550 -0.352 -0.453 -0.789
H 4.6075 -0.2784 0.1362 -0.037 0.720 -0.691
H -0.0403 2.0477 3.5862 -0.221 -0.914 -0.882
H -1.6915 2.4538 3.2620 0.759 -0.674 -0.861
H -1.0874 -0.3097 4.3711 0.091 0.813 -0.686
H -2.3027 0.9308 4.5327 -0.170 -0.873 -0.916
H -1.8969 -1.3777 2.2649 0.154 0.854 1.493
H -4.2020 -1.6896 2.0621 0.525 0.824 0.591
H -3.9164 -1.4769 3.8146 0.099 0.502 -0.864
H -5.1510 0.6367 1.8457 0.281 -0.383 0.736
H -5.9637 -0.2285 3.1988 1.016 -0.045 -0.702
H -4.4423 1.0107 4.7250 -0.352 -0.011 -0.325
H -5.4535 1.9686 3.8264 0.287 -0.304 0.074
H -2.1459 -0.1308 0.4863 0.301 1.299 0.233
H -2.9605 1.2658 1.5080 0.736 -0.767 -0.970
```
Positions in Å, forces in eV/Å.